The following is a DFT calculation (ωB97M-V/def2-TZVPD) of a structure of composition C35H58N5OS2Si2W at a distorted geometry.

CARTESIAN COORDINATES (ANGSTROEM)
W 0.21 0.38 0.18
C -1.29 4.10 1.50
Si -0.06 4.13 0.08
C -0.78 4.33 -1.64
C 0.96 5.66 0.43
C 0.98 2.51 0.19
C 1.29 2.34 1.63
C 2.12 3.05 2.49
C 2.20 2.65 3.81
C 1.48 1.55 4.25
C 0.70 0.86 3.35
N 0.61 1.27 2.08
Si 2.51 2.54 -0.96
C 4.10 2.23 -0.01
C 2.81 4.10 -1.94
C 2.17 1.21 -2.27
H -2.22 4.60 1.23
H -0.87 4.63 2.36
H -1.52 3.08 1.81
H -1.84 4.55 -1.61
H -0.65 3.42 -2.24
H -0.28 5.15 -2.16
H 0.27 6.50 0.52
H 1.66 5.91 -0.37
H 1.51 5.60 1.37
H 2.69 3.89 2.12
H 2.84 3.19 4.50
H 1.53 1.21 5.28
H 0.13 -0.02 3.60
H 4.52 3.19 0.32
H 4.84 1.76 -0.66
H 3.96 1.61 0.87
H 3.19 4.91 -1.33
H 1.93 4.44 -2.47
H 3.58 3.88 -2.69
H 1.22 0.71 -2.12
H 2.95 0.45 -2.33
H 2.09 1.68 -3.26
C 5.48 -2.35 1.20
C 5.13 -1.36 0.10
N 4.09 -1.87 -0.79
C 4.54 -2.76 -1.86
C 4.55 -2.07 -3.22
C 2.79 -1.65 -0.61
S 2.30 -0.70 0.77
N 1.97 -2.27 -1.45
C 0.70 -2.08 -1.65
O -0.01 -1.06 -1.31
C 0.00 -3.16 -2.39
C -1.39 -3.26 -2.32
C -2.06 -4.27 -2.99
C -1.34 -5.18 -3.76
C 0.04 -5.09 -3.83
C 0.71 -4.08 -3.15
H 6.27 -1.94 1.83
H 5.84 -3.30 0.78
H 4.61 -2.55 1.82
H 6.01 -1.14 -0.52
H 4.80 -0.42 0.54
H 3.90 -3.64 -1.88
H 5.55 -3.08 -1.60
H 3.54 -1.79 -3.52
H 4.95 -2.75 -3.98
H 5.18 -1.18 -3.21
H -1.92 -2.56 -1.70
H -3.13 -4.35 -2.92
H -1.86 -5.96 -4.30
H 0.61 -5.80 -4.42
H 1.79 -4.00 -3.20
C -4.18 -1.64 -1.15
N -3.74 -0.28 -1.49
C -3.10 -0.12 -2.79
C -3.42 0.58 -0.50
S -2.01 1.57 -0.59
N -4.29 0.77 0.49
C -3.91 1.51 1.70
C -5.71 0.49 0.37
H -3.32 -2.28 -0.92
H -4.73 -2.06 -2.00
H -4.83 -1.65 -0.29
H -3.59 -0.80 -3.49
H -2.03 -0.33 -2.76
H -3.24 0.90 -3.14
H -2.92 1.20 2.03
H -4.64 1.28 2.47
H -3.91 2.58 1.51
H -5.97 0.32 -0.67
H -6.26 1.36 0.72
H -6.01 -0.37 0.97
C -3.32 -3.32 2.30
C -2.77 -2.06 3.00
C -1.96 -2.49 4.24
C -3.94 -1.17 3.44
C -1.89 -1.33 2.08
C -1.14 -0.71 1.35
H -3.99 -3.85 2.98
H -2.51 -3.99 2.02
H -3.88 -3.05 1.40
H -2.59 -3.08 4.91
H -1.61 -1.61 4.79
H -1.10 -3.09 3.95
H -4.55 -1.69 4.18
H -4.57 -0.92 2.58
H -3.58 -0.24 3.89

<S²>: 2.024
Frontier orbital gap (alpha / beta) (eV): 7.248 / 8.110
Total charge: +1
Max |F| (eV Å⁻¹): 1.05
HOMO (alpha / beta) (eV): -9.9 / -11.1
LUMO level (alpha / beta) (eV): -2.69 / -2.95
2S+1: 3